No. 1
Entry from the Open Molecules 2025 dataset: 3 unconnected molecules or ions with the total composition C20H39F5N2O2Si at a distorted geometry (ωB97M-V/def2-TZVPD).

The geometry in XYZ format:
```
69
Properties=species:S:1:pos:R:3:forces:R:3
F -2.1301 -1.1303 -0.1277 -2.4 0.9 1.1
C -3.3661 -0.6734 0.3774 1.7 -0.6 -0.3
F -3.1934 0.6762 0.6325 -0.8 -2.7 -0.1
F -3.6294 -1.4184 1.5464 0.7 2.0 -2.1
C -4.5591 -1.0086 -0.6267 0.1 -0.5 -0.8
F -4.2973 -2.3235 -1.1182 -0.1 2.1 0.6
F -4.6347 -0.1449 -1.7361 0.8 -1.1 1.6
Si -6.3017 -1.0942 0.2138 -0.3 -0.3 0.5
H -6.3055 -2.2454 1.1364 0.1 0.0 -0.2
H -7.3378 -1.2426 -0.8142 0.2 0.0 -0.2
H -6.6051 0.0858 1.0215 0.2 0.4 0.0
C -0.1729 2.2474 1.8504 -0.2 -0.2 -0.1
C 0.6854 2.6663 3.0753 -0.2 0.5 -2.0
C 2.0574 1.9594 3.0311 0.1 -0.2 0.3
C 1.9946 0.4815 3.3927 0.1 -0.1 0.1
C 1.2906 0.2821 4.7303 0.3 0.3 -0.1
C -0.0992 0.9510 4.7799 -1.2 -1.8 0.2
N -0.0693 2.3742 4.3309 3.1 1.1 2.5
O 0.4790 3.1062 5.3225 -1.4 -0.8 -1.4
C -1.0841 0.1382 3.9082 0.0 0.0 -0.4
C -0.6660 0.8016 6.2123 0.3 0.6 0.1
C 0.9352 4.1804 2.8671 0.0 0.1 0.8
H -0.1360 2.9907 1.0495 0.2 0.0 0.2
H 0.1585 1.3055 1.4078 -0.1 0.0 0.1
H -1.2304 2.1539 2.1073 0.1 0.0 0.1
H 2.7504 2.4532 3.7207 -0.2 0.1 0.1
H 2.4982 2.0655 2.0326 -0.2 0.2 0.1
H 1.4923 -0.0887 2.6073 -0.1 0.0 0.0
H 3.0110 0.0778 3.4571 -0.1 0.0 0.0
H 1.1975 -0.7894 4.9321 -0.2 0.1 0.1
H 1.9272 0.6867 5.5257 -0.2 0.1 0.0
H -2.0609 0.6296 3.8551 0.1 0.0 0.0
H -1.2481 -0.8570 4.3313 0.1 0.2 0.1
H -0.7320 -0.0295 2.8903 0.0 0.1 0.0
H -0.0068 1.2271 6.9713 -0.1 0.1 -0.2
H -0.7919 -0.2538 6.4687 0.1 0.0 -0.3
H -1.6454 1.2803 6.2977 0.1 0.0 0.0
H -0.0022 4.7428 2.9023 0.0 -0.1 0.0
H 1.3983 4.3625 1.8944 -0.1 -0.3 0.0
H 1.6140 4.6015 3.6118 -0.2 -0.1 0.1
C 0.9727 -2.4979 -5.4691 -0.3 -0.1 0.0
C 2.0543 -1.5787 -4.8361 -0.1 -1.6 -1.4
C 2.7598 -2.3090 -3.6727 0.0 0.1 0.3
C 1.9076 -2.4211 -2.4155 0.0 0.0 0.1
C 1.3806 -1.0532 -1.9969 0.4 -0.1 -0.2
C 0.6394 -0.3235 -3.1369 -2.0 0.0 0.9
N 1.4231 -0.2946 -4.4070 3.4 1.5 1.7
O 2.4043 0.6201 -4.2633 -1.7 -1.0 -0.7
C -0.7277 -1.0054 -3.3697 -0.1 -0.3 -0.2
C 0.2636 1.0963 -2.6484 0.6 0.2 -0.3
C 3.0967 -1.3834 -5.9645 0.1 0.8 0.3
H 1.3345 -2.9909 -6.3753 0.2 0.1 0.2
H 0.6516 -3.2946 -4.7952 -0.1 0.1 0.0
H 0.0908 -1.9338 -5.7802 0.1 0.0 0.1
H 3.6862 -1.7850 -3.4145 -0.1 0.2 -0.1
H 3.0604 -3.3139 -3.9926 -0.1 0.2 -0.2
H 1.0812 -3.1193 -2.5685 0.0 0.0 0.0
H 2.5105 -2.8391 -1.6017 -0.1 0.0 -0.1
H 0.7168 -1.1713 -1.1347 -0.1 0.2 -0.2
H 2.2232 -0.4434 -1.6503 0.0 0.1 -0.2
H -1.2478 -0.5644 -4.2260 0.1 0.0 0.1
H -1.3786 -0.8800 -2.5005 0.2 0.1 0.0
H -0.6588 -2.0810 -3.5314 0.0 0.1 -0.1
H 1.1322 1.6723 -2.3231 0.0 -0.1 -0.2
H -0.4110 1.0421 -1.7892 0.0 -0.3 -0.1
H -0.2488 1.6578 -3.4344 0.1 -0.1 0.0
H 2.6602 -0.8554 -6.8171 0.0 0.0 0.1
H 3.4621 -2.3495 -6.3207 -0.3 -0.1 0.2
H 3.9767 -0.8277 -5.6332 -0.2 0.1 0.0
```
Forces are in eV/Å.

Max |F|   0.0796 hartree/bohr
Total energy   -49908.1289 eV
Kohn-Sham gap (alpha / beta)   0.3461 / 0.3494 Eh
2S+1   3
HOMO energy (alpha / beta)   -0.3251 / -0.3494 Eh

=====

No. 2
Entry from the Open Molecules 2025 dataset: a molecular structure, C20H39IMnNOP2 at a distorted geometry (ωB97M-V/def2-TZVPD).

The geometry in XYZ format:
```
65
Properties=species:S:1:pos:R:3:forces:R:3
C 1.3933 3.9852 -6.0291 -0.1 0.7 -0.7
I 1.2939 2.7269 -4.3018 0.0 -0.1 0.2
H 0.4179 4.4714 -6.1408 0.3 -0.2 0.1
H 1.6211 3.3729 -6.9092 -0.1 0.0 0.5
H 2.1799 4.7316 -5.8706 -0.2 -0.4 0.1
Mn 0.0516 1.0765 -0.5591 -1.5 -1.1 1.5
P -1.1716 -0.1654 -2.3046 -0.6 -1.5 -1.5
C -0.1062 -1.4570 -3.0699 0.5 0.1 0.2
C -2.4874 -1.1495 -1.5160 0.1 0.1 0.8
H -3.0489 -1.7897 -2.2126 0.3 0.4 -0.1
H -2.6233 -0.2612 -4.2452 0.4 0.2 0.3
H -3.1733 -0.4707 -0.9984 -0.1 -0.2 -0.1
H -2.7909 1.2667 -3.3357 0.1 -0.1 -0.2
H 0.4274 -2.0236 -2.2909 -0.2 0.2 -0.4
H -1.9948 -1.7666 -0.7594 -0.4 0.0 -0.3
C -2.0666 0.5370 -3.7245 0.1 0.9 0.0
H -0.7118 -2.1680 -3.6575 0.1 0.4 0.2
H -1.3763 1.0488 -4.4118 -0.3 -0.2 0.2
H 0.6466 -0.9852 -3.7214 -0.3 -0.2 0.1
P 0.6824 3.1534 0.3053 1.4 1.3 1.7
C 2.4982 3.2638 0.5585 0.1 -0.5 -0.3
C 0.2716 4.7945 -0.3285 -0.6 -0.2 -0.9
H -1.1392 3.1667 1.9178 0.3 0.2 0.1
H 0.3006 4.0134 2.5812 0.0 -0.3 -0.3
H 0.2242 2.2112 2.5227 -0.1 0.6 -0.2
C -0.0399 3.1411 1.9991 -0.5 -0.5 -0.3
H -0.8116 4.8733 -0.4795 0.2 0.1 0.0
H 0.5881 5.5772 0.3766 0.1 -0.4 0.0
H 2.7447 4.1085 1.2202 -0.2 -0.2 -0.3
H 3.0017 3.3836 -0.4116 -0.2 0.2 0.2
H 0.7689 4.9467 -1.2939 -0.1 0.0 0.2
H 2.8961 2.3469 1.0043 -0.1 0.4 -0.1
C 1.6673 0.7128 -1.3794 5.9 -3.2 0.1
O 2.7041 0.1760 -1.4205 -4.6 2.8 -0.4
C -3.4608 -2.9752 2.5940 -0.3 0.3 0.0
C -2.2391 -2.7252 1.7711 0.7 0.1 0.1
C -1.5911 -3.7935 1.1276 0.0 -0.1 -0.3
C -0.4413 -3.6471 0.3330 0.3 0.7 0.5
C 0.2275 -4.8279 -0.2881 0.0 0.0 -0.2
C 0.1288 -2.3792 0.2550 0.0 0.4 -0.2
C -0.4036 -1.2828 1.0169 -0.6 -0.3 -1.0
C -1.6453 -1.4687 1.7004 -0.1 0.4 0.2
N 0.4129 -0.1537 1.1892 0.2 -0.4 0.3
C 1.1872 -0.3161 2.5043 0.7 0.2 0.7
C 0.2606 -0.1586 3.6807 -1.0 0.2 0.2
C 1.8168 -1.7001 2.5795 0.0 -0.7 -0.8
C 2.3497 0.6305 2.6465 -0.2 0.6 -0.6
H -4.2608 -3.3906 1.9805 0.0 0.0 0.0
H -3.2794 -3.6930 3.3985 0.2 0.1 -0.1
H -3.8044 -2.0389 3.0349 -0.1 -0.2 0.0
H -2.0061 -4.7940 1.2299 0.0 0.1 0.0
H 0.4957 -5.5800 0.4578 0.0 0.1 0.0
H -0.4483 -5.3136 -0.9899 0.0 -0.1 -0.1
H 1.1336 -4.5198 -0.8108 0.0 -0.2 0.0
H 1.0622 -2.2196 -0.2982 -0.3 -0.2 0.4
H -2.1506 -0.6141 2.1725 0.4 -0.4 -0.1
H -0.4241 -1.0028 3.7327 0.1 0.0 0.3
H 0.8046 -0.0671 4.6369 -0.1 0.0 -0.6
H -0.3457 0.7245 3.4998 -0.2 0.2 0.6
H 2.3891 -1.8102 1.6521 0.4 -0.4 0.4
H 2.4538 -1.7837 3.4776 -0.3 0.1 -0.6
H 1.0681 -2.4942 2.6000 0.1 0.0 0.2
H 2.9772 0.5511 1.7576 0.4 -0.2 0.2
H 1.9871 1.6561 2.6908 0.4 0.0 0.5
H 2.9076 0.3387 3.5534 -0.2 0.5 -0.5
```
Forces are in eV/Å.

Max |F|   0.1303 hartree/bohr
Total energy   -82877.6960 eV
Total charge   +3
Kohn-Sham gap (alpha / beta)   0.1661 / 0.1691 Eh
2S+1   4
HOMO energy (alpha / beta)   -0.6313 / -0.6320 Eh

=====

No. 3
Entry from the Open Molecules 2025 dataset: a molecular structure, C20H39INNdOP2 at a distorted geometry (ωB97M-V/def2-TZVPD).

The geometry in XYZ format:
```
65
Properties=species:S:1:pos:R:3:forces:R:3
C 4.5635 -4.9735 -0.9299 0.2 -0.2 0.0
I 3.1444 -3.3340 -0.8406 0.4 -0.5 -0.2
H 4.0132 -5.9104 -1.0332 0.0 0.3 0.0
H 5.1441 -4.9581 -0.0043 -0.3 0.1 -0.2
H 5.2079 -4.7990 -1.7946 -0.3 0.1 0.2
Nd -0.0407 -0.8502 -0.6215 -2.5 2.0 -0.1
P 0.5446 -2.2386 1.8658 0.3 -0.3 1.6
C 1.7187 -1.5784 3.1058 0.1 0.4 -0.3
C -1.0299 -2.0008 2.7695 -0.2 0.0 -0.3
H -0.9713 -2.5415 3.7239 -0.1 0.1 -0.2
H 0.7153 -4.2711 3.1695 0.1 0.1 -0.4
H -1.8542 -2.4004 2.1633 0.0 0.1 0.3
H 0.0954 -4.5807 1.5121 0.2 -0.1 0.2
H 1.6226 -0.4851 3.1509 0.1 -0.3 0.1
H -1.2069 -0.9325 2.9550 0.0 -0.3 -0.1
C 0.8361 -4.0260 2.1024 -0.1 -0.2 -0.5
H 1.4824 -2.0086 4.0921 0.1 0.1 -0.4
H 1.8424 -4.2890 1.7437 -0.4 0.0 0.2
H 2.7455 -1.8399 2.8158 -0.2 0.1 0.2
P 0.9716 -1.0769 -3.3459 0.1 0.1 -1.6
C 2.2515 -0.1259 -4.2291 0.3 0.4 0.4
C 1.0787 -2.6210 -4.3171 -0.2 -0.3 0.4
H -1.4123 -1.0040 -3.8869 0.1 0.2 -0.2
H -0.3997 -0.2579 -5.1614 -0.2 0.0 0.2
H -0.7730 0.6493 -3.6597 0.0 -0.3 -0.2
C -0.5547 -0.3439 -4.0792 -0.1 0.0 0.4
H 0.2391 -3.2725 -4.0417 0.3 0.0 -0.2
H 1.0240 -2.3762 -5.3903 0.0 -0.1 0.4
H 2.0210 -0.1053 -5.3045 0.1 -0.1 0.4
H 3.2291 -0.5939 -4.0626 -0.2 0.1 -0.1
H 2.0238 -3.1293 -4.0837 -0.3 0.1 -0.1
H 2.2900 0.9011 -3.8539 0.1 -0.1 -0.1
C 2.3020 -0.4198 -0.3627 5.7 3.1 1.1
O 3.3132 0.1163 -0.1782 -4.0 -2.2 -0.8
C -4.9891 1.1015 1.4230 -0.2 -0.2 0.0
C -3.5095 1.2490 1.6511 -0.1 -0.1 0.4
C -3.0322 1.7245 2.8778 0.2 -0.1 -0.2
C -1.6607 1.8989 3.1196 -0.2 -0.1 0.0
C -1.1990 2.4339 4.4474 0.1 -0.1 0.3
C -0.7539 1.6278 2.0976 -0.2 0.1 -0.6
C -1.2253 1.3042 0.7979 -0.3 -0.2 0.5
C -2.5982 0.9839 0.6292 0.7 0.3 0.0
N -0.3725 1.3839 -0.3461 0.6 -2.6 -0.2
C -0.1610 2.7338 -0.9114 -0.3 0.4 0.2
C -1.4669 3.2940 -1.4856 -0.1 0.1 -0.2
C 0.3069 3.7402 0.1427 0.2 0.3 0.1
C 0.8898 2.6449 -2.0046 0.0 0.1 -0.1
H -5.4302 0.4063 2.1483 0.1 0.1 -0.2
H -5.5136 2.0614 1.5395 0.2 -0.2 0.0
H -5.1963 0.7242 0.4158 0.0 0.1 0.2
H -3.7441 1.9472 3.6781 0.2 0.0 -0.3
H -1.6272 3.4264 4.6572 0.1 -0.3 -0.2
H -1.5178 1.7741 5.2662 0.1 0.2 -0.2
H -0.1067 2.5244 4.4818 -0.3 0.0 0.0
H 0.3217 1.7517 2.2683 -0.4 0.2 -0.2
H -2.9517 0.6129 -0.3431 0.1 0.5 0.2
H -2.2117 3.4790 -0.7000 0.2 -0.1 -0.2
H -1.2409 4.2531 -1.9736 -0.2 -0.2 0.1
H -1.9155 2.6270 -2.2322 0.1 0.1 0.1
H 1.2163 3.4081 0.6532 -0.1 0.0 0.0
H 0.5341 4.6913 -0.3608 -0.1 -0.3 0.2
H -0.4687 3.9467 0.8902 0.2 -0.1 -0.2
H 1.8023 2.1670 -1.6275 -0.1 0.1 -0.1
H 0.5098 2.0867 -2.8696 0.1 0.2 0.1
H 1.1348 3.6699 -2.3193 0.0 -0.4 -0.1
```
Forces are in eV/Å.

Max |F|   0.1280 hartree/bohr
Total energy   -66851.7721 eV
Total charge   +2
Kohn-Sham gap (alpha / beta)   0.2480 / 0.2529 Eh
2S+1   4
HOMO energy (alpha / beta)   -0.5128 / -0.5141 Eh